[1]
Entry from OMol25: a molecular structure, C60H45CaN8O3Te in a non-equilibrium geometry (ωB97M-V/def2-TZVPD).

Last column: Löwdin charge in e.
Geometry (Å):
Ca -0.157 -1.536 -0.401  1.3848
C 0.534 4.570 -3.732  -0.0980
C -0.302 4.133 -2.713  -0.0854
C -0.367 2.781 -2.394  -0.0525
C 0.417 1.847 -3.068  -0.1837
C 1.248 2.298 -4.097  -0.0374
C 1.303 3.645 -4.432  -0.0852
C 0.283 0.373 -2.761  -0.0640
C 1.432 -0.336 -2.450  -0.1360
C 2.730 0.368 -2.498  -0.0422
C 3.629 -0.354 -3.172  0.0012
C 2.983 -1.618 -3.511  -0.1425
N 1.868 -1.745 -2.646  0.0635
C 2.892 -2.496 -4.536  -0.0481
C 1.735 -3.331 -4.257  -0.1755
C 1.200 -4.559 -4.557  -0.0374
C 0.459 -4.948 -3.406  -0.0483
C 0.581 -4.026 -2.383  -0.1503
C 0.400 -4.508 -0.954  -0.1425
C 1.393 -5.437 -0.440  -0.1855
C 2.610 -5.705 -1.096  -0.0311
C 3.531 -6.603 -0.575  -0.1083
C 3.289 -7.275 0.622  -0.1380
C 2.104 -7.006 1.299  -0.1206
C 1.185 -6.097 0.791  -0.0510
C -0.923 -4.397 -0.470  -0.2716
N -1.472 -3.210 -0.694  -0.0996
C -2.842 -3.313 -0.761  -0.2340
C -3.540 -2.371 -1.459  -0.0517
C -5.016 -2.512 -1.608  -0.1772
C -5.603 -2.591 -2.876  -0.0405
C -6.975 -2.760 -3.016  -0.0942
C -7.789 -2.851 -1.890  -0.1123
C -7.217 -2.781 -0.627  -0.0913
C -5.842 -2.614 -0.487  -0.0378
C -2.826 -1.292 -2.181  -0.2286
C -3.322 -0.302 -3.068  -0.0409
C -2.229 0.463 -3.482  -0.0420
C -1.099 -0.083 -2.826  -0.2933
N -1.487 -1.125 -2.068  -0.0689
C -3.188 -4.690 -0.345  0.0014
C -2.025 -5.351 -0.149  -0.0005
N 1.235 -2.940 -3.021  0.0684
C 3.741 -2.571 -5.735  -0.1526
C 5.033 -2.036 -5.767  -0.0345
C 5.795 -2.073 -6.926  -0.0959
C 5.290 -2.657 -8.082  -0.1111
C 4.014 -3.203 -8.060  -0.0901
C 3.248 -3.161 -6.900  -0.0264
H 0.589 5.625 -3.979  0.0972
H -0.902 4.844 -2.158  0.1034
H -1.027 2.441 -1.607  0.1138
H 1.831 1.579 -4.660  0.1187
H 1.944 3.972 -5.243  0.0969
H 2.874 1.362 -2.101  0.1160
H 4.631 -0.052 -3.437  0.0992
H 1.407 -5.168 -5.426  0.0884
H -0.026 -5.903 -3.259  0.1147
H 2.824 -5.205 -2.035  0.1068
H 4.455 -6.787 -1.116  0.0925
H 4.007 -7.984 1.019  0.0821
H 1.897 -7.503 2.243  0.0895
H 0.281 -5.877 1.351  0.0992
H -4.966 -2.542 -3.752  0.1156
H -7.410 -2.831 -4.008  0.0953
H -8.861 -2.972 -2.000  0.0909
H -7.841 -2.847 0.257  0.0965
H -5.398 -2.536 0.498  0.1038
H -4.352 -0.171 -3.370  0.0896
H -2.236 1.292 -4.176  0.0974
H -4.187 -5.106 -0.309  0.1015
H -1.910 -6.403 0.079  0.0951
H 5.450 -1.602 -4.865  0.0992
H 6.790 -1.644 -6.926  0.0963
H 5.887 -2.691 -8.985  0.0927
H 3.605 -3.659 -8.955  0.0981
H 2.243 -3.567 -6.898  0.1034
O 0.382 -2.401 2.230  0.1135
C 1.570 -2.073 1.734  -0.4893
O 1.807 -2.131 0.542  -0.0172
C 2.594 -1.598 2.762  -0.2053
N 2.026 -1.738 4.122  -0.0265
C 1.982 -0.406 4.776  -0.1824
C 1.914 0.558 3.602  -0.1797
C 2.865 -0.089 2.589  -0.1129
H 3.486 -2.198 2.604  0.1585
H 2.505 -2.432 4.674  0.1202
H 0.503 -2.256 3.200  0.1131
H 2.884 -0.222 5.366  0.1113
H 1.121 -0.337 5.438  0.1110
H 2.210 1.570 3.872  0.0993
H 0.907 0.604 3.186  0.0861
H 3.901 0.128 2.854  0.1185
H 2.686 0.233 1.565  0.1049
C 2.886 4.621 -0.052  -0.4458
Te 1.325 3.621 1.030  1.2893
C 1.019 5.558 1.878  -0.4471
C 1.555 6.539 0.854  -0.2925
C 1.145 7.871 0.824  -0.0499
C 1.641 8.744 -0.135  -0.0982
C 2.566 8.291 -1.071  -0.0974
C 2.984 6.966 -1.044  -0.0494
C 2.482 6.082 -0.091  -0.2930
H 2.982 4.209 -1.059  0.0440
H 3.836 4.485 0.465  0.0471
H 1.558 5.630 2.822  0.0518
H -0.040 5.715 2.081  0.0487
H 0.422 8.223 1.555  0.1103
H 1.301 9.774 -0.158  0.0960
H 2.950 8.964 -1.829  0.0956
H 3.699 6.606 -1.778  0.1116
O -0.004 0.322 0.776  -0.2916
N -1.204 -0.087 0.891  -0.1596
C -1.995 0.647 1.600  -0.2783
C -1.542 1.847 2.289  -0.1918
N -1.154 2.780 2.832  0.1363
C -3.370 0.225 1.801  -0.1669
N -4.463 -0.051 2.024  0.1527

Calculated values
Frontier orbital gap in eV: 5.180
E in a.u.: -3922.78325
Total charge: -1



[2]
Entry from OMol25: 2 unconnected molecules or ions with the total composition C7H15O4S3 in a non-equilibrium geometry (ωB97M-V/def2-TZVPD).

Last column: natural (NBO) charge in e.
Geometry (Å):
C 1.213 1.847 -0.103  -0.3640
C -0.305 1.628 0.164  -0.4702
C 2.144 0.836 0.678  -0.4279
C -0.979 1.091 -1.044  -0.2532
C 2.577 -1.404 -0.570  -0.0734
C 1.641 -0.561 0.331  0.0459
C -1.834 -0.002 -0.981  -0.4009
O -1.029 -2.196 0.317  -1.0465
O -3.124 -1.276 1.053  -1.0339
O 1.877 -2.614 -1.040  -0.7677
O 1.182 -1.201 1.497  -0.7663
S -2.571 -0.881 -2.260  0.0158
S -4.235 1.547 1.333  -0.4107
S -1.676 -0.947 0.726  1.5340
H 1.272 1.832 -1.261  0.1919
H 1.502 2.870 0.184  0.1869
H -0.612 2.610 0.444  0.2053
H -0.387 0.937 0.872  0.2257
H 2.109 0.852 1.776  0.2273
H 3.103 1.029 0.325  0.1921
H -3.015 1.868 1.075  0.1196
H -0.777 1.449 -1.979  0.1788
H 3.462 -1.786 0.030  0.1518
H 3.157 -0.890 -1.380  0.1711
H 0.795 -0.458 -0.396  0.1791
H 1.002 -2.759 -0.750  0.4961
H 0.360 -1.740 1.210  0.5047
H -2.860 -1.890 -1.437  0.1550
H -3.992 0.211 1.184  0.2338

Calculated values
Frontier orbital gap in eV: 7.885
E in a.u.: -1771.20856
Total charge: -1



[3]
Entry from OMol25: a molecular structure, C29H38BeBr5ClFMgN3NaO5 in a non-equilibrium geometry (ωB97M-V/def2-TZVPD).

Last column: Löwdin charge in e.
Geometry (Å):
C -3.000 0.870 3.625  -0.0123
C -2.304 0.495 2.256  -0.2519
C -0.980 -0.435 2.251  -0.0080
N -0.470 -0.141 0.889  0.0379
C 0.173 -1.296 0.213  -0.1683
C 1.521 -1.427 -0.027  0.0026
C 1.918 -2.579 -0.660  -0.1249
N 1.201 -3.605 -1.048  0.1123
C -0.101 -3.488 -0.816  -0.0878
C -0.608 -2.354 -0.217  -0.0055
C -1.509 0.612 0.069  -0.0967
C -1.120 1.299 -1.247  -0.5714
O -2.079 1.491 -1.999  0.0318
O 0.052 1.702 -1.506  -0.1382
C -2.089 1.559 1.154  -0.1766
C -1.197 2.810 1.363  -0.0976
C -0.477 3.114 2.708  -0.1515
C 0.956 2.595 2.856  -0.2608
N 1.799 3.655 3.467  -0.0457
C 2.704 4.165 2.423  -0.1723
C 3.903 3.284 2.145  -0.2830
C 4.365 2.285 2.962  -0.0873
C 5.479 1.581 2.593  -0.1071
C 6.161 1.838 1.432  -0.2098
C 5.701 2.816 0.585  -0.1547
C 4.575 3.527 0.923  -0.4812
O 4.136 4.487 0.069  -0.0939
H -2.316 1.196 4.400  0.0923
H -3.482 -0.049 4.039  0.0175
H -3.813 1.560 3.439  0.1111
H -3.050 -0.189 1.749  0.1319
H -1.395 -1.452 2.138  0.1132
H -0.276 -0.352 3.067  0.1419
H 0.294 0.571 0.924  0.1571
H 2.231 -0.671 0.256  0.0426
H 2.982 -2.654 -0.852  0.1196
H -0.775 -4.294 -1.089  0.1003
H -1.679 -2.318 -0.041  0.1173
H -2.304 -0.083 -0.193  0.1511
H -3.095 1.921 0.961  0.1606
H -1.853 3.663 1.212  0.1231
H -0.439 2.898 0.584  0.1095
H -0.350 4.195 2.720  0.1160
H -1.049 2.876 3.606  0.0937
H 1.331 2.410 1.863  -0.0066
H 1.029 1.687 3.466  0.1086
H 2.329 3.297 4.246  0.0851
H 2.164 4.408 1.512  0.1146
H 3.113 5.121 2.763  0.1330
H 3.857 2.053 3.885  0.1032
H 5.876 0.808 3.235  0.1031
H 7.061 1.313 1.152  -0.0192
H 6.199 3.055 -0.344  0.0577
H 3.960 3.916 -0.756  -0.1418
Be 6.956 0.717 -0.893  0.3374
F -2.487 -5.236 -1.190  0.0154
C -3.557 -4.762 -1.884  -0.2845
C -3.388 -4.378 -3.196  -0.0139
C -4.484 -3.907 -3.902  -0.0685
C -5.724 -3.817 -3.285  -0.0898
C -5.872 -4.204 -1.962  -0.0785
C -4.781 -4.686 -1.253  -0.0303
H -2.412 -4.450 -3.658  0.1223
H -4.371 -3.608 -4.934  0.1154
H -6.575 -3.446 -3.838  0.1080
H -6.838 -4.132 -1.480  0.1074
H -4.876 -5.006 -0.222  0.1100
Cl 2.885 1.801 0.293  0.3022
Br 4.191 3.777 -2.795  -0.0378
C 5.498 -4.703 0.093  -0.1563
O 4.515 -5.468 0.788  -0.1296
H 6.470 -4.912 0.532  0.0803
H 5.514 -4.984 -0.963  0.0790
H 5.284 -3.634 0.191  0.0640
H 3.662 -5.275 0.388  0.0526
Na -3.327 -1.546 3.582  0.7685
O -3.820 -0.675 -3.058  -0.5955
H -3.273 0.133 -2.987  -0.1104
Mg 1.889 1.876 -2.178  0.8003
Br -5.553 0.204 -2.987  0.5947
C -4.082 2.183 -6.794  -1.6236
Br -4.388 0.518 -7.713  0.5765
Br -5.712 3.182 -6.566  0.5796
Br -3.178 1.912 -5.115  0.5997
H -3.428 2.776 -7.417  -0.0296

Calculated values
Frontier orbital gap in eV: 3.057
E in a.u.: -15475.15070
Total charge: +1



[4]
Entry from OMol25: a single C24H31N3O6S molecule (ωB97M-V/def2-TZVPD).

Last column: natural (NBO) charge in e.
Geometry (Å):
C 2.670 1.777 3.803  -0.2625
O 1.412 1.264 3.423  -0.5313
C 0.746 1.875 2.405  0.3947
C 1.147 3.061 1.801  -0.3115
C 0.397 3.607 0.774  -0.1829
C -0.765 2.994 0.344  -0.2545
C -1.176 1.819 0.950  -0.1909
C -0.434 1.251 1.972  -0.1235
C -0.871 -0.059 2.573  -0.2329
N -0.281 -1.193 1.866  -0.4354
C 1.064 -1.577 2.214  -0.3198
C 2.199 -1.120 1.279  0.6745
O 3.339 -1.475 1.510  -0.6519
N 1.845 -0.351 0.244  -0.6210
C 2.795 0.051 -0.765  -0.2555
C 3.237 1.517 -0.591  0.0895
C 4.390 1.850 -1.547  -0.4264
C 5.623 1.399 -0.753  -0.4410
C 5.112 1.311 0.700  -0.0880
O 3.766 1.764 0.693  -0.5427
C -0.994 -1.773 0.885  0.6802
O -2.130 -1.430 0.590  -0.6644
C -0.342 -2.922 0.116  -0.3375
N -1.065 -3.165 -1.110  -0.8169
S -1.126 -1.827 -2.143  2.2885
O -1.019 -2.345 -3.474  -0.9210
O -0.108 -0.903 -1.710  -0.9817
C -2.735 -1.061 -2.009  -0.2111
C -2.803 0.302 -1.816  -0.2024
C -4.042 0.915 -1.743  -0.2084
C -5.209 0.170 -1.873  0.0005
C -6.550 0.829 -1.764  -0.6293
C -5.112 -1.201 -2.091  -0.1995
C -3.877 -1.820 -2.164  -0.2165
H 3.061 1.077 4.540  0.1977
H 3.344 1.822 2.945  0.2115
H 2.575 2.767 4.260  0.1723
H 2.053 3.554 2.112  0.2298
H 0.729 4.525 0.311  0.2137
H -1.348 3.427 -0.455  0.2116
H -2.080 1.323 0.633  0.2284
H -1.955 -0.162 2.482  0.2427
H -0.579 -0.115 3.623  0.2176
H 1.146 -2.666 2.300  0.2243
H 1.294 -1.155 3.195  0.2546
H 0.876 -0.160 0.037  0.4323
H 2.328 -0.078 -1.743  0.2226
H 3.665 -0.605 -0.673  0.2200
H 2.369 2.173 -0.702  0.1988
H 4.420 2.925 -1.724  0.2113
H 4.290 1.339 -2.501  0.2150
H 5.977 0.428 -1.093  0.2106
H 6.441 2.111 -0.845  0.2141
H 5.665 1.960 1.383  0.1822
H 5.151 0.283 1.078  0.1978
H 0.681 -2.674 -0.165  0.2436
H -0.343 -3.835 0.718  0.2342
H -2.005 -3.493 -0.938  0.3986
H -1.884 0.858 -1.725  0.2391
H -4.104 1.981 -1.584  0.2125
H -6.497 1.872 -2.063  0.2185
H -7.284 0.319 -2.383  0.2191
H -6.896 0.791 -0.731  0.2254
H -6.013 -1.786 -2.205  0.2134
H -3.797 -2.880 -2.352  0.2189

Calculated values
Structure (SMILES): COc1ccccc1CN(CC(=O)NC[C@@H]1CCCO1)C(=O)CNS(=O)(=O)c1ccc(C)cc1
Frontier orbital gap in eV: 9.175
E in a.u.: -1947.05868